(1)
Molecular formula: C5H9NO
Method: DFT, ωB97M-V/def2-TZVPD

The value obtained for the relative energy (zero: lowest compared OMol25 entry of this formula, charge and spin) is 2.953 eV. The calculation puts the largest force on an atom at 0.29 eV/A. As for the spin multiplicity: 1. The electronic energy comes out at -8866.2597 eV.

XYZ file:
```
16
C5H9NO (ωB97M-V/def2-TZVPD)
C -1.886 -0.437 -0.016
C -1.142 0.631 0.759
N -0.008 0.302 1.628
C 0.247 0.967 0.358
C 0.849 0.182 -0.776
C 2.163 -0.461 -0.684
O 0.965 -1.221 -0.575
H -1.961 -0.152 -1.074
H -2.900 -0.579 0.368
H -1.367 -1.401 0.024
H -1.763 1.430 1.163
H 0.224 -0.686 1.514
H 0.613 1.991 0.440
H 0.486 0.457 -1.770
H 2.735 -0.649 -1.591
H 2.746 -0.373 0.233
```

=====

(2)
Molecular formula: C5H9NO
Method: DFT, ωB97M-V/def2-TZVPD

The value obtained for the relative energy (zero: lowest compared OMol25 entry of this formula, charge and spin) is 3.241 eV. The calculation puts the largest force on an atom at 1.60 eV/A. As for the spin multiplicity: 1. The electronic energy comes out at -8865.9720 eV.

XYZ file:
```
16
C5H9NO (ωB97M-V/def2-TZVPD)
C -0.212 -0.159 1.539
C -0.889 -1.095 0.230
C -1.035 -0.141 -0.946
N 0.435 -0.061 -1.006
C 1.008 1.267 -0.845
C 0.535 -1.211 -0.080
O 1.398 -1.939 0.334
H 0.868 0.147 1.491
H -0.263 -0.693 2.483
H -0.740 0.784 1.536
H -1.568 -1.977 0.272
H -1.433 -0.592 -1.867
H -1.590 0.785 -0.744
H 0.383 1.918 -0.204
H 1.993 1.192 -0.383
H 1.108 1.774 -1.811
```

=====

(3)
Molecular formula: C5H9NO
Method: DFT, ωB97M-V/def2-TZVPD

The value obtained for the relative energy (zero: lowest compared OMol25 entry of this formula, charge and spin) is 6.089 eV. The calculation puts the largest force on an atom at 2.24 eV/A. As for the spin multiplicity: 1. The electronic energy comes out at -8863.1232 eV.

XYZ file:
```
16
C5H9NO (ωB97M-V/def2-TZVPD)
C 0.983 -1.085 0.201
C 0.540 0.423 0.076
O 1.560 1.296 0.482
C -0.276 0.845 -1.196
N -1.470 1.220 -0.372
C -1.452 -0.668 0.568
C -0.793 0.613 0.755
H 0.275 -1.934 0.320
H 1.600 -1.137 1.097
H 1.517 -1.343 -0.709
H 2.124 1.492 -0.277
H -0.437 -0.024 -1.848
H 0.106 1.658 -1.842
H -1.518 -1.135 -0.398
H -1.757 -1.288 1.414
H -1.002 1.066 1.730
```

=====

(4)
Molecular formula: C5H9NO
Method: DFT, ωB97M-V/def2-TZVPD

The value obtained for the relative energy (zero: lowest compared OMol25 entry of this formula, charge and spin) is 5.410 eV. The calculation puts the largest force on an atom at 0.89 eV/A. As for the spin multiplicity: 1. The electronic energy comes out at -8863.8029 eV.

XYZ file:
```
16
C5H9NO (ωB97M-V/def2-TZVPD)
C -2.493 -0.345 0.014
C -1.057 -0.602 -0.402
C 0.688 1.147 -0.234
C 1.780 0.403 0.289
O 2.568 -0.241 -0.586
C -0.194 -1.246 0.466
N 0.711 -1.574 1.152
H -2.952 0.442 -0.597
H -2.563 -0.036 1.063
H -3.123 -1.240 -0.098
H -0.934 -0.920 -1.439
H 0.570 1.234 -1.305
H 0.046 1.692 0.444
H 2.009 0.386 1.346
H 1.817 1.763 -0.010
H 3.127 -0.863 -0.103
```

=====

(5)
Molecular formula: C5H9NO
Method: DFT, ωB97M-V/def2-TZVPD

The value obtained for the relative energy (zero: lowest compared OMol25 entry of this formula, charge and spin) is 2.402 eV. The calculation puts the largest force on an atom at 4.41 eV/A. As for the spin multiplicity: 1. The electronic energy comes out at -8866.8103 eV.

XYZ file:
```
16
C5H9NO (ωB97M-V/def2-TZVPD)
C -2.116 -0.199 0.661
C 0.509 -0.219 0.417
C -0.768 -0.062 -0.010
N 1.130 -0.538 1.519
C 1.055 0.003 -1.014
C -0.352 0.519 -1.348
O 2.140 0.947 -1.088
H 2.842 0.525 -0.568
H 2.136 -0.455 1.634
H 0.645 -0.564 2.413
H 1.321 -0.919 -1.550
H -2.154 0.462 1.534
H -2.213 -1.200 1.096
H -2.941 0.026 -0.017
H -0.801 0.065 -2.238
H -0.433 1.608 -1.440
```

=====

(6)
Molecular formula: C5H9NO
Method: DFT, ωB97M-V/def2-TZVPD

The value obtained for the relative energy (zero: lowest compared OMol25 entry of this formula, charge and spin) is 6.182 eV. The calculation puts the largest force on an atom at 0.37 eV/A. As for the spin multiplicity: 1. The electronic energy comes out at -8863.0306 eV.

XYZ file:
```
16
C5H9NO (ωB97M-V/def2-TZVPD)
O 0.132 0.163 2.939
C -0.016 0.550 1.598
C 1.478 0.618 -0.649
C 0.162 -0.055 -0.718
C -0.788 0.136 -1.845
N 0.296 -0.835 -1.959
C -0.263 -0.610 0.623
H 0.921 -0.395 2.979
H -0.830 1.280 1.555
H 0.906 1.061 1.244
H 1.415 1.543 -1.261
H -0.691 0.989 -2.515
H -1.801 -0.244 -1.719
H -0.011 -1.795 -1.816
H -1.302 -0.960 0.644
H 0.391 -1.448 0.900
```

=====

(7)
Molecular formula: C5H9NO
Method: DFT, ωB97M-V/def2-TZVPD

The value obtained for the relative energy (zero: lowest compared OMol25 entry of this formula, charge and spin) is 6.227 eV. The calculation puts the largest force on an atom at 1.73 eV/A. As for the spin multiplicity: 1. The electronic energy comes out at -8862.9855 eV.

XYZ file:
```
16
C5H9NO (ωB97M-V/def2-TZVPD)
C -1.271 -1.723 0.079
C -0.724 -0.056 -0.553
C -0.656 1.628 -0.430
C 0.823 1.501 0.069
C 0.577 0.003 0.093
N 0.908 -1.018 0.781
O 2.212 -1.061 1.227
H -2.026 -2.005 -0.636
H -1.625 -1.679 1.113
H -0.536 -2.574 0.098
H -0.819 -0.286 -1.613
H -0.713 2.199 -1.379
H -1.318 2.123 0.280
H 1.043 1.940 1.054
H 1.581 1.859 -0.636
H 2.712 -0.841 0.431
```

=====

(8)
Molecular formula: C5H9NO
Method: DFT, ωB97M-V/def2-TZVPD

The value obtained for the relative energy (zero: lowest compared OMol25 entry of this formula, charge and spin) is 0.794 eV. The calculation puts the largest force on an atom at 0.72 eV/A. As for the spin multiplicity: 1. The electronic energy comes out at -8868.4186 eV.

XYZ file:
```
16
C5H9NO (ωB97M-V/def2-TZVPD)
C 0.330 -0.157 1.930
C 1.366 -0.703 1.212
N 1.306 -0.165 -0.046
C 0.236 0.676 -0.164
C -0.393 0.700 1.058
C -0.114 1.324 -1.452
H 0.034 -0.376 2.940
H 2.230 -1.245 1.574
H 1.917 -0.346 -0.822
H -1.269 1.270 1.296
H -0.501 0.590 -2.162
H 0.746 1.852 -1.846
H -0.939 2.005 -1.290
H -1.236 -2.436 -1.029
H -1.972 -1.370 -0.151
O -1.741 -1.619 -1.049
```